Record 1
35
Properties=species:S:1:pos:R:3:lowdin_charge:R:1 method="wB97M-V/def2-TZVPD" lumo_ev=-1.4210 orbital_gap_ev=5.058 homo_ev=-6.5 relative_energy_kj_mol=639.1
F 4.68 -0.59 1.29 -0.13
C 4.79 0.82 0.82 -0.19
C 3.70 1.11 -0.39 -0.29
P 1.99 0.41 0.22 1.14
C 0.65 1.54 -0.56 -0.42
F 0.35 1.00 -1.92 -0.04
F 1.15 2.94 -0.79 -0.07
C -0.76 1.63 0.27 -0.08
C -0.87 2.39 1.75 -0.01
C -2.28 2.53 2.56 -0.04
C -3.67 1.90 1.94 0.03
C -3.61 1.11 0.47 -0.01
C -4.98 0.48 -0.22 -0.24
F -4.93 -1.00 -0.15 0.03
F -6.15 1.09 0.47 0.00
F -5.01 0.96 -1.63 0.00
C -2.16 0.99 -0.34 0.10
H 4.54 1.60 1.69 0.13
H 5.85 1.08 0.35 0.14
H 3.66 2.30 -0.50 0.11
H 3.96 0.57 -1.40 0.12
H 1.86 -0.97 -0.27 0.02
H 1.96 0.35 1.66 0.05
H 0.09 2.87 2.22 0.09
H -2.32 3.08 3.59 0.09
H -4.71 2.00 2.47 0.10
H -2.21 0.43 -1.38 0.12
C -0.05 -4.50 -1.61 -0.14
C 1.20 -3.61 -1.43 -0.58
O 0.81 -2.54 -0.75 -0.34
H -0.84 -3.99 -2.18 0.06
H 0.22 -5.40 -2.17 0.05
H -0.46 -4.82 -0.65 0.06
H 1.60 -3.47 -2.44 0.08
H 1.96 -4.27 -0.98 0.08

=====

Record 2
56
Properties=species:S:1:pos:R:3:lowdin_charge:R:1 method="wB97M-V/def2-TZVPD" lumo_ev="0.3716 / -3.0681" s_squared=6.021 orbital_gap_ev="6.574 / 6.044" homo_ev="-6.2 / -9.1" relative_energy_kj_mol=101.8 multiplicity=5
Pd 1.69 0.92 -1.15 0.54
Cl 2.59 2.79 -0.09 0.01
Cl -0.01 -2.09 -1.87 0.10
C 2.62 -0.14 -2.36 -0.25
H 2.05 -0.99 -2.73 -0.02
H 3.26 0.38 -3.10 0.06
C 3.03 -0.88 0.24 -0.20
C 3.47 -0.37 -0.99 -0.48
H 2.08 -1.42 0.30 0.07
C 4.83 0.39 -1.09 -0.18
H 3.67 -1.45 -1.08 0.17
C 5.69 0.27 0.19 -0.20
H 5.38 -0.07 -1.94 0.12
H 4.59 1.44 -1.31 0.07
C 4.87 0.31 1.49 -0.21
H 6.17 -0.72 0.16 0.11
H 6.48 1.04 0.18 0.12
C 3.88 -0.85 1.47 -0.19
H 5.58 0.20 2.32 0.11
H 4.32 1.27 1.56 0.08
H 4.49 -1.79 1.50 0.12
H 3.25 -0.78 2.36 0.11
C -4.29 -0.06 -3.75 -0.09
C -3.26 0.89 -3.76 -0.08
C -2.31 0.90 -2.73 -0.14
C -2.39 -0.04 -1.71 -0.40
C -3.44 -0.96 -1.66 -0.13
C -4.39 -0.97 -2.69 -0.08
Sb -0.63 -0.15 -0.36 1.32
C -1.50 1.68 0.70 -0.32
C -0.62 2.68 1.08 -0.17
C -1.10 3.88 1.61 -0.08
C -2.48 4.08 1.76 -0.09
C -3.36 3.07 1.38 -0.08
C -2.88 1.86 0.85 -0.12
C -1.37 -1.67 1.11 -0.34
C -1.87 -1.28 2.36 -0.12
C -2.44 -2.24 3.23 -0.09
C -2.48 -3.59 2.86 -0.09
C -1.95 -3.99 1.63 -0.08
C -1.38 -3.02 0.78 -0.18
H -5.03 -0.08 -4.55 0.10
H -3.18 1.61 -4.57 0.10
H -1.52 1.66 -2.73 0.09
H -3.53 -1.66 -0.83 0.10
H -5.20 -1.70 -2.66 0.10
H 0.46 2.56 0.92 -0.03
H -0.39 4.66 1.89 0.11
H -2.85 5.02 2.16 0.10
H -4.44 3.21 1.49 0.11
H -3.58 1.08 0.56 0.10
H -1.85 -0.23 2.67 0.09
H -2.84 -1.93 4.19 0.10
H -2.94 -4.33 3.52 0.10
H -1.96 -5.03 1.32 0.10
H -0.96 -3.36 -0.17 0.01

=====

Record 3
10
Properties=species:S:1:pos:R:3:lowdin_charge:R:1 method="wB97M-V/def2-TZVPD" smiles="N/C=C/N" lumo_ev=1.1544 orbital_gap_ev=9.221 homo_ev=-8.1 relative_energy_kj_mol=174.8
C -0.36 -0.51 -0.12 -0.23
C 0.48 0.54 -0.08 -0.25
N 1.46 0.72 0.96 -0.01
N -1.65 -0.73 -0.69 0.01
H -0.09 -1.37 0.52 0.11
H 0.59 1.16 -0.99 0.09
H 1.30 1.44 1.64 0.06
H 2.36 0.80 0.53 0.05
H -1.82 -1.78 -0.76 0.10
H -1.74 -0.39 -1.66 0.08

=====

Record 4
80
Properties=species:S:1:pos:R:3:lowdin_charge:R:1 method="wB97M-V/def2-TZVPD" total_charge=-1 lumo_ev="2.3278 / 2.3276" orbital_gap_ev="4.608 / 4.609" homo_ev="-2.3 / -2.3"
Tl 0.12 -0.12 -0.11 0.30
P -0.35 -2.35 -0.24 0.91
C 0.66 -3.11 -1.64 -0.51
C -0.04 -3.48 1.20 -0.53
C -2.11 -2.59 -0.83 -0.52
C 2.04 -2.50 -1.83 -0.15
H 0.07 -2.84 -2.52 0.10
C 0.77 -4.63 -1.58 -0.13
H 1.55 -4.95 -0.88 0.07
H 1.06 -5.00 -2.57 0.08
H -0.15 -5.13 -1.30 0.05
H 1.99 -1.56 -2.37 0.06
H 2.66 -3.19 -2.41 0.07
H 2.55 -2.32 -0.88 0.06
H -2.06 -2.03 -1.77 0.09
C -3.15 -1.90 0.04 -0.13
C -2.52 -4.02 -1.13 -0.12
H -2.08 -4.40 -2.05 0.06
H -3.61 -4.06 -1.26 0.07
H -2.27 -4.70 -0.32 0.07
H -2.72 -1.16 0.70 0.01
H -3.70 -2.62 0.66 0.08
H -3.88 -1.40 -0.60 0.09
C 1.39 -3.31 1.71 -0.13
H -0.12 -4.49 0.78 0.08
C -1.05 -3.37 2.33 -0.11
H 2.13 -3.70 1.02 0.06
H 1.51 -3.85 2.65 0.08
H 1.62 -2.26 1.89 0.02
H -1.26 -2.34 2.59 0.03
H -0.65 -3.86 3.22 0.08
H -1.99 -3.86 2.08 0.06
Cl 0.15 -0.09 2.36 0.41
H 1.55 -0.24 -0.45 -0.13
H -1.60 0.27 -0.31 0.05
P 0.34 2.38 -0.15 0.98
C -0.87 3.21 -1.32 -0.49
C 0.26 3.40 1.40 -0.48
C 1.98 2.63 -0.99 -0.55
C -2.27 2.60 -1.34 -0.13
H -0.42 3.00 -2.29 0.10
C -0.98 4.72 -1.14 -0.13
H -1.63 4.98 -0.31 0.07
H -1.42 5.15 -2.04 0.07
H -0.02 5.21 -0.98 0.04
H -2.29 1.66 -1.89 0.05
H -2.95 3.30 -1.84 0.07
H -2.66 2.43 -0.34 0.05
H 1.78 2.15 -1.95 0.09
C 3.14 1.88 -0.34 -0.15
C 2.36 4.08 -1.25 -0.13
H 1.77 4.54 -2.04 0.06
H 3.41 4.12 -1.57 0.07
H 2.28 4.70 -0.35 0.07
H 2.81 1.17 0.41 0.03
H 3.85 2.56 0.13 0.07
H 3.68 1.33 -1.11 0.07
C -1.08 3.22 2.09 -0.11
H 0.31 4.43 1.03 0.08
C 1.42 3.20 2.35 -0.11
H -1.87 3.82 1.65 0.08
H -1.00 3.52 3.14 0.07
H -1.40 2.18 2.07 0.00
H 1.55 2.15 2.63 0.03
H 1.23 3.75 3.27 0.07
H 2.36 3.57 1.94 0.06
Cl -2.34 -0.45 7.84 0.61
C -2.39 -0.12 6.13 -0.68
C -3.30 -0.75 5.27 -0.11
C -3.28 -0.49 3.87 -0.04
C -2.34 0.38 3.29 -0.16
C -1.46 1.01 4.24 -0.12
C -1.48 0.78 5.61 -0.12
C -2.27 0.51 1.70 -0.43
O -3.36 0.86 1.18 0.02
O -1.00 1.09 1.00 -0.91
H -3.99 -1.46 5.69 0.09
H -3.98 -1.05 3.25 0.11
H -0.65 1.67 3.98 0.06
H -0.75 1.27 6.25 0.10

=====

Record 5
26
Properties=species:S:1:pos:R:3:lowdin_charge:R:1 method="wB97M-V/def2-TZVPD" total_charge=-1 lumo_ev=3.0977 orbital_gap_ev=7.240 homo_ev=-4.1 relative_energy_kj_mol=216.0
C -0.97 -1.79 2.09 -0.10
C 0.16 -1.09 -0.06 -0.01
C -0.97 0.84 -0.48 -0.20
C -0.83 -0.86 1.01 -0.27
C -1.46 0.36 0.78 -0.16
C -1.33 2.06 -1.06 -0.04
C -2.25 2.78 -0.30 -0.12
C -2.44 1.12 1.49 -0.07
C -2.76 2.31 0.97 -0.15
N 0.02 -0.06 -1.03 0.08
H 0.87 0.14 -1.74 0.18
H 0.81 -1.93 -0.21 0.08
H -0.76 2.38 -1.96 0.13
H -2.00 -2.07 2.29 0.07
H -0.76 -1.41 3.15 0.10
H -2.63 3.78 -0.70 0.10
H -2.70 0.69 2.49 0.12
H -3.54 2.93 1.52 0.11
H -0.33 -2.63 1.86 0.07
C 3.35 -1.37 -0.78 -0.03
C 3.46 -0.71 -2.29 -0.84
O 2.86 0.26 -2.57 -0.03
O 4.21 -1.37 -3.03 -0.10
H 4.19 -2.03 -0.64 0.04
H 2.42 -1.82 -0.67 -0.04
H 3.40 -0.47 -0.13 0.07

=====

Let's list largest force on an atom in order: 0.1002; 0.1239; 0.0489; 0.2107; 0.1328 Eh/bohr.